Entry 1:
A structure of composition C13H19IN5OYb at a distorted geometry. Source: the OMol25 dataset; level of theory: ωB97M-V/def2-TZVPD.

Geometry (Å):
Yb1 0.6225 0.1403 -0.0936
I1 1.0603 1.8492 -2.4338
O1 -2.7144 -0.4434 0.3869
N1 1.8872 -2.4423 -0.7396
N2 -1.2640 3.2334 0.7885
N3 -0.3220 -0.9312 3.2047
N4 0.0110 -3.4682 -0.9015
N5 0.6864 2.8283 1.5716
C1 0.9965 -4.3935 -1.2224
C2 -0.3347 2.2507 0.8382
C3 -0.8889 4.3538 1.5172
C4 -2.5402 3.1520 0.1115
C5 1.9226 2.1822 1.9619
C6 -0.0504 -0.6066 2.1050
C7 2.1743 -3.7503 -1.1178
C8 -1.4038 -3.7846 -0.9082
C9 0.5249 -2.2471 -0.6117
C10 2.9135 -1.4465 -0.4970
C11 -1.9081 -0.2390 -1.9433
C12 0.3344 4.0975 2.0201
C13 -1.9247 -0.2867 -0.4828
H1 -1.8993 -3.3820 -0.0152
H2 3.0720 -1.2577 0.5825
H3 0.7644 -5.4103 -1.4892
H4 -3.2018 2.4197 0.5984
H5 -1.5302 5.2070 1.6178
H6 -2.7734 -0.8129 -2.3623
H7 1.9641 2.0041 3.0535
H8 0.9678 4.7065 2.6420
H9 3.8606 -1.8361 -0.8969
H10 -1.9865 0.8131 -2.2929
H11 3.1749 -4.1013 -1.2866
H12 -1.9039 -3.3728 -1.7987
H13 2.0780 1.1987 1.4721
H14 -1.4832 -4.8821 -0.9241
H15 -2.9958 4.1471 0.1806
H16 2.7297 -0.4924 -1.0404
H17 2.7741 2.8274 1.6853
H18 -2.4191 2.8763 -0.9488
H19 -0.9748 -0.7001 -2.3311

Results
- Multiplicity: 2
- Relative energy (zero: lowest compared OMol25 entry of this formula, charge and spin): 0.00 kJ/mol
- Charge: -2
- Kohn-Sham gap (alpha / beta): 1.867 / 3.765 eV

---

Entry 2:
A structure of composition C13H19LaP2 at a distorted geometry. Source: the OMol25 dataset; level of theory: ωB97M-V/def2-TZVPD.

Geometry (Å):
La1 0.1467 0.8413 -0.1435
P1 -1.1864 -1.0164 1.9456
P2 2.8742 0.9796 1.4056
C1 -0.4672 1.9795 -2.2435
C2 3.8101 0.7686 -0.1605
C3 2.3101 -3.3143 3.0696
C4 2.5772 -3.1534 1.7060
C5 2.5088 -0.9238 3.3855
C6 4.0998 1.7365 2.5082
C7 -0.2425 -0.4395 -1.9754
C8 2.2628 -2.1930 3.9060
C9 2.7994 -0.7573 2.0201
C10 2.8127 -1.8868 1.1750
C11 0.1350 0.7240 -2.6121
C12 -1.6475 1.9195 -1.4180
C13 -2.0183 0.7158 -0.8490
H1 5.0914 1.2874 2.3498
H2 3.0219 -1.7898 0.1044
H3 -0.1015 2.9305 -2.6430
H4 -2.1897 2.8530 -1.2286
H5 2.5979 -4.0291 1.0488
H6 -2.9522 0.5156 -0.3128
H7 3.7980 1.6082 3.5529
H8 -1.4115 -2.4178 1.9550
H9 0.9142 0.7559 -3.3925
H10 2.4611 -0.0500 4.0411
H11 2.0284 -2.3052 4.9667
H12 0.0973 -1.4496 -2.2518
H13 4.6679 0.1051 0.0174
H14 -2.5134 -0.6455 2.3261
H15 -0.6322 -0.9375 3.2651
H16 4.1464 2.8109 2.2820
H17 4.1563 1.7529 -0.5088
H18 3.1584 0.3269 -0.9395
H19 2.1317 -4.3067 3.4796

Results
- Kohn-Sham gap: 5.224 eV

---

Entry 3:
A cluster of 2 separate species, C13H19N in total at a distorted geometry. Source: the OMol25 dataset; level of theory: ωB97M-V/def2-TZVPD.

Geometry (Å):
N1 -1.1306 -2.0363 1.0806
C1 -2.5041 -1.6128 0.9924
C2 1.6185 2.0991 0.9045
C3 -1.3721 -1.2643 -2.5150
C4 -0.6358 -1.8120 -0.2552
C5 2.2524 0.8358 0.5082
C6 -2.8056 -1.1375 -0.2237
C7 -4.0169 -0.5220 -0.7012
C8 2.6903 3.3166 0.8484
C9 1.2201 1.9078 2.3871
C10 -1.7070 -1.3655 -1.1009
C11 0.6855 -2.1457 -0.7338
C12 0.9142 -2.1270 -2.1133
C13 -0.0673 -1.6181 -2.9193
H1 -2.0677 -0.8555 -3.2066
H2 -3.2125 -1.9175 1.7568
H3 3.2974 3.2464 -0.0774
H4 1.8540 -2.4421 -2.5249
H5 -0.5632 -2.1117 1.8824
H6 3.3522 0.6632 0.8779
H7 1.4267 -2.4007 0.0466
H8 -0.0285 -1.5587 -3.9863
H9 3.2537 3.2678 1.7789
H10 0.1525 1.9490 2.4480
H11 1.7344 -0.0791 0.8832
H12 2.3104 0.5899 -0.5592
H13 0.8119 2.4263 0.2760
H14 1.8219 1.0307 2.7745
H15 1.6815 2.6313 3.0583
H16 -4.7828 -1.1180 -0.1935
H17 -4.1112 0.5445 -0.2437
H18 2.1951 4.2485 0.5931
H19 -4.2676 -0.6321 -1.7429

Results
- SMILES: Cc1c[nH]c2ccccc12.CC(C)C
- Relative energy (zero: lowest compared OMol25 entry of this formula, charge and spin): 225.47 kJ/mol
- Kohn-Sham gap: 8.752 eV

---

Entry 4:
The ion C13H19N2 with charge +1 at a distorted geometry. Source: the OMol25 dataset; level of theory: ωB97M-V/def2-TZVPD.

Geometry (Å):
N1 0.6269 -1.7513 0.4904
N2 1.2711 0.3690 -1.3451
C1 1.9597 -0.9078 -1.3087
C2 -0.6006 1.8063 -2.0729
C3 -1.1957 -2.1943 1.8592
C4 0.1855 -1.8355 1.7174
C5 -1.7619 -2.3276 3.0991
C6 0.9421 -1.6146 2.9181
C7 -1.0003 -2.1013 4.2470
C8 0.3495 -1.7481 4.1438
C9 1.9595 -1.4518 0.1277
C10 0.1941 0.5776 -1.9783
C11 -0.0658 2.5512 -3.3095
C12 -2.0800 1.4576 -2.2768
C13 -0.4357 2.6716 -0.8078
H1 1.9845 -1.3433 2.8501
H2 -2.2060 0.8366 -3.1590
H3 -0.1671 1.9407 -4.2023
H4 -2.4667 0.9195 -1.4153
H5 -2.6604 2.3669 -2.4072
H6 2.9853 -0.7736 -1.6610
H7 -1.1064 3.5244 -0.8733
H8 0.9217 -1.5783 5.0432
H9 1.4267 -1.6008 -1.9608
H10 0.5820 3.0473 -0.7200
H11 -0.6916 2.1049 0.0854
H12 2.4743 -0.7514 0.8044
H13 -0.6432 3.4609 -3.4480
H14 0.9808 2.8202 -3.1849
H15 -2.7989 -2.6106 3.1938
H16 2.5384 -2.3873 0.1303
H17 -1.7592 -2.3694 0.9568
H18 1.7106 1.0911 -0.7569
H19 -1.4532 -2.1987 5.2214

Results
- Relative energy (zero: lowest compared OMol25 entry of this formula, charge and spin): 458.77 kJ/mol
- Charge: +1
- Kohn-Sham gap (alpha / beta): 3.469 / 3.009 eV

---

Entry 5:
A cluster of 3 separate species, C13H19N3O3S2 in total. Source: the OMol25 dataset; level of theory: ωB97M-V/def2-TZVPD.

Geometry (Å):
S1 -1.1111 -0.0566 -1.9156
S2 1.0142 0.9826 1.5066
O1 1.8000 -0.2158 1.3554
O2 1.9180 2.2739 1.0979
O3 0.0768 1.0944 0.1593
N1 3.0356 1.9628 0.2410
N2 0.2548 1.4636 5.5101
N3 -1.5414 -1.7873 -5.5064
C1 -3.3746 -3.3090 -5.2590
C2 -2.3988 -0.7848 -5.3291
C3 0.5579 -0.0372 -2.6054
C4 1.5098 1.7462 5.1694
C5 -3.7559 -0.9617 -5.1070
C6 0.9424 1.4894 7.8047
C7 -0.6855 -0.0742 -0.1708
C8 2.5372 1.9134 6.0858
C9 -2.0339 -3.0234 -5.4693
C10 -0.0109 1.3398 6.8086
C11 1.4122 -1.2473 -2.2125
C12 2.2449 1.7821 7.4334
C13 -4.2535 -2.2538 -5.0736
H1 1.6976 1.8422 4.1064
H2 -1.0399 1.1088 7.0619
H3 -5.3067 -2.4359 -4.9027
H4 -1.9714 0.2121 -5.3572
H5 2.1253 -1.4826 -3.0031
H6 2.6320 1.7675 -0.6748
H7 3.4768 2.8744 0.1707
H8 3.0181 1.9047 8.1809
H9 -1.3169 -3.8240 -5.6149
H10 3.5390 2.1388 5.7466
H11 1.0337 0.8896 -2.2849
H12 0.4235 0.0077 -3.6853
H13 1.9691 -1.0601 -1.2935
H14 -0.1219 -0.9752 0.0649
H15 0.7868 -2.1266 -2.0561
H16 -1.6323 -0.0754 0.3720
H17 -4.4009 -0.1064 -4.9595
H18 -3.7173 -4.3345 -5.2394
H19 0.6672 1.3777 8.8446

Results
- Kohn-Sham gap: 9.660 eV

---

Entry 6:
A cluster of 2 separate species, C13H19NO2 in total at a distorted geometry. Source: the OMol25 dataset; level of theory: ωB97M-V/def2-TZVPD.

Geometry (Å):
O1 1.5295 2.0310 -0.5527
O2 -0.6946 2.2525 -0.2266
N1 -0.1723 -2.0631 -1.6161
C1 -0.3379 0.2618 2.0030
C2 -2.2120 -0.6036 3.9597
C3 -1.4551 -2.6570 -1.9230
C4 -0.0521 -0.8459 -1.1635
C5 0.0821 -0.4203 3.1948
C6 0.9936 -2.8308 -2.0025
C7 -2.6393 0.1319 2.8489
C8 0.5665 0.5589 0.9644
C9 0.3554 1.6834 0.0495
C10 -0.8384 -0.8558 4.1358
C11 2.6695 3.2072 -2.2731
C12 -1.7302 0.6053 1.9085
C13 1.3237 2.8444 -1.7006
H1 1.2988 -2.6315 -3.0444
H2 3.2182 3.8534 -1.5831
H3 0.7642 -3.9012 -1.9218
H4 -1.3820 -3.7472 -1.8123
H5 -3.7017 0.3395 2.6969
H6 1.8384 -2.5683 -1.3502
H7 0.7662 3.7489 -1.4287
H8 0.9442 -0.4004 -1.1243
H9 -2.9380 -0.9930 4.6685
H10 -2.2254 -2.2547 -1.2458
H11 -0.9647 -0.2532 -1.0089
H12 -2.0270 1.2439 1.0765
H13 1.6179 0.3726 1.1874
H14 -1.7777 -2.4500 -2.9599
H15 2.5197 3.7576 -3.2052
H16 3.2719 2.3196 -2.4859
H17 -0.5054 -1.4163 5.0107
H18 0.7323 2.2637 -2.4236
H19 1.1617 -0.5835 3.3478

Results
- Relative energy (zero: lowest compared OMol25 entry of this formula, charge and spin): 367.73 kJ/mol
- Kohn-Sham gap: 5.771 eV

---

Entry 7:
A structure of composition C13H19NO2 at a distorted geometry. Source: the OMol25 dataset; level of theory: ωB97M-V/def2-TZVPD.

Geometry (Å):
O1 3.0729 1.8428 0.5893
O2 0.0386 -0.0451 0.6616
N1 3.5507 -0.6648 0.0441
C1 -3.4814 -2.8336 0.9085
C2 -3.3323 2.1154 -0.5598
C3 3.8780 -1.9637 -0.6182
C4 -2.3199 -2.0635 0.7176
C5 -2.3224 2.7358 0.1722
C6 -1.8767 -1.2907 -0.5724
C7 1.1029 0.7898 1.2166
C8 -2.0413 0.0809 -0.3981
C9 1.9424 1.3323 0.0105
C10 -1.0945 0.8142 0.1647
C11 -1.1387 2.1855 0.3157
C12 2.6087 0.1221 -0.9279
C13 -3.1756 0.6545 -0.9459
H1 -4.1918 -3.1225 -0.0213
H2 1.8017 -0.2131 1.6418
H3 2.9681 -2.5286 -0.7655
H4 -1.0363 -1.6968 -0.8873
H5 4.6622 -2.3615 -0.0042
H6 -2.2392 4.0935 0.1231
H7 -2.6670 -1.5768 -1.4228
H8 1.3835 1.9742 -0.3182
H9 4.3545 -1.7199 -1.8075
H10 -4.2247 2.7120 -0.8379
H11 3.0063 0.7051 -1.6680
H12 0.9229 1.4999 1.7314
H13 -1.8272 -1.7986 1.6042
H14 -3.8403 -3.4176 1.7343
H15 1.6795 -0.4349 -0.9139
H16 3.6064 1.5347 1.2970
H17 -3.9791 0.2677 -1.2034
H18 4.5149 -0.2513 0.0264
H19 -0.3061 2.5227 0.9131

Results
- Relative energy (zero: lowest compared OMol25 entry of this formula, charge and spin): 1134.06 kJ/mol
- Kohn-Sham gap: 9.417 eV